Formula: C6H34NO12
Source: OMol25
Level of theory: ωB97M-V/def2-TZVPD

The geometry in XYZ format:
```
53
Properties=species:S:1:pos:R:3:forces:R:3:nbo_charge:R:1
C -2.899 -0.926 0.553 0.137 0.579 -1.357 -0.071
O -1.957 0.057 1.004 0.829 0.269 -0.636 -0.790
C -2.263 -2.256 0.146 -0.470 -0.976 1.331 -0.433
C -1.775 -2.325 -1.307 0.832 -0.101 0.994 -0.426
C -0.850 -1.200 -1.532 1.119 0.586 -0.566 -0.503
N 2.793 -0.455 -2.128 0.105 -0.803 0.900 -0.900
C 1.440 -0.224 -1.660 -0.515 -0.370 -0.169 -0.442
C 0.527 -1.283 -1.538 0.285 0.723 -0.625 -0.210
H -3.491 -0.504 -0.333 0.350 -0.482 1.402 0.158
H -3.407 -0.995 1.491 -1.434 -0.513 0.041 0.203
H -1.434 -2.350 0.869 0.345 -0.031 -0.639 0.204
H -2.890 -3.115 0.518 -0.109 0.663 -0.781 0.191
H -1.216 -3.240 -1.509 -0.010 -0.293 0.340 0.200
H -2.538 -2.323 -2.060 -1.077 0.067 -0.102 0.189
H -1.218 -0.211 -1.753 -0.562 0.338 -0.028 0.165
H -1.249 0.179 0.349 -0.142 -0.463 -0.319 0.497
H 3.407 -0.458 -1.316 0.610 0.370 -0.714 0.343
H 3.105 0.209 -2.818 0.309 0.228 0.125 0.342
H 1.111 0.795 -1.545 0.129 -0.007 0.199 0.160
H 0.988 -2.267 -1.505 -0.052 -0.381 -0.010 0.170
H -3.116 3.003 2.219 0.167 0.109 0.007 0.467
H -2.402 1.930 1.368 -0.165 -0.303 0.954 0.512
O -2.576 2.210 2.295 -0.060 1.198 -0.972 -0.964
H 1.415 0.789 5.186 0.312 0.098 0.182 0.460
H 1.358 0.863 3.739 0.001 -0.135 -0.439 0.477
O 1.957 1.103 4.450 -0.320 0.016 0.445 -0.943
H -0.792 -0.694 2.453 0.161 0.263 -0.681 0.489
H 0.778 -0.570 2.241 -0.040 -0.732 -0.264 0.497
O 0.053 -0.541 2.884 0.107 0.364 0.938 -1.016
H 2.029 0.332 1.176 0.320 0.215 -0.126 0.490
H 2.518 -0.949 0.607 -0.269 -0.190 -0.147 0.478
O 2.417 -0.513 1.459 -0.059 0.367 0.004 -0.954
H 1.024 1.210 -3.583 0.042 -0.026 0.478 0.500
H -0.438 1.226 -3.873 -0.140 0.109 0.076 0.492
O 0.269 1.820 -3.586 -0.076 -0.212 -1.246 -0.930
H -0.111 2.211 -2.154 -0.375 -0.621 1.518 0.501
H -0.147 3.408 -1.352 -0.221 0.256 1.040 0.484
O -0.338 2.471 -1.188 0.070 0.747 -1.900 -1.014
H 0.406 1.640 1.834 -0.072 0.346 -0.005 0.487
H 0.265 2.098 0.352 0.742 -0.204 0.113 0.510
O 0.821 2.220 1.172 -0.578 -1.275 -0.026 -0.986
H 0.264 3.700 0.893 0.342 1.391 0.293 0.493
H 0.950 5.041 1.264 0.028 -0.117 0.022 0.462
O 0.263 4.681 0.698 -0.404 -0.246 -0.206 -1.003
H -2.365 -0.283 3.693 0.446 0.568 -0.186 0.467
H -2.930 1.245 3.668 0.518 -1.711 -0.338 0.507
O -3.073 0.305 3.946 -1.118 0.390 0.984 -0.996
H 0.990 -2.444 -3.756 -0.152 -0.455 -0.031 0.476
H 2.278 -1.767 -3.856 0.041 -1.198 -0.091 0.484
O 1.862 -2.628 -4.137 0.170 1.569 0.317 -0.972
H 3.059 -2.997 -0.800 -0.005 -0.223 0.222 0.464
H 3.582 -3.474 -2.082 0.010 -0.277 -0.088 0.480
O 3.546 -3.752 -1.156 -0.104 0.516 -0.232 -0.944
```
Forces are in eV/Å.

net charge	-1
LUMO level	2.6	eV
energy relative to the best compared isomer or geometry (same formula, charge and spin)	66.0	kcal per mole
frontier orbital gap	5.227	eV
HOMO	-2.67	eV
molecular weight	312.33	g mol⁻¹

Formula: C6H34O12
Source: OMol25
Level of theory: ωB97M-V/def2-TZVPD

The geometry in XYZ format:
```
52
Properties=species:S:1:pos:R:3:forces:R:3:nbo_charge:R:1
C -1.699 -2.958 -0.852 -2.458 0.673 -1.612 -0.655
C -1.423 -2.479 0.468 -0.921 0.684 3.641 0.020
C -2.361 -1.906 1.256 -0.905 -2.305 -6.000 -0.396
C -0.056 -2.764 1.042 0.571 -1.660 -1.305 -0.495
C 0.875 -1.571 0.898 0.744 -0.678 1.437 -0.161
C 2.100 -1.564 1.421 -2.081 -3.629 0.828 -0.385
H -1.464 -2.158 -1.550 0.943 -0.326 -0.617 0.222
H -2.800 -3.013 -1.052 0.749 -0.397 0.424 0.230
H -1.224 -3.902 -0.981 0.411 -0.571 -0.855 0.215
H -3.392 -1.775 0.904 0.528 -0.336 -0.482 0.186
H -2.325 -1.521 2.141 1.365 1.931 5.502 0.194
H -0.196 -3.228 2.033 0.341 1.085 0.164 0.239
H 0.403 -3.708 0.522 -0.642 1.825 0.338 0.212
H 0.520 -0.624 0.494 -0.241 -0.356 -0.273 0.184
H 2.525 -2.403 2.016 -0.548 0.353 -0.734 0.189
H 2.657 -0.744 1.459 2.359 3.510 -0.255 0.188
H 3.128 1.551 -0.939 0.290 0.263 -0.826 0.482
H 2.176 0.352 -0.963 -3.667 -2.985 -4.195 0.502
O 2.685 0.867 -0.459 3.726 3.295 5.352 -0.966
H -4.214 0.076 0.368 0.075 0.083 -0.011 0.467
H -3.046 0.516 -0.546 -1.224 -0.308 0.020 0.487
O -3.941 0.086 -0.554 0.982 0.604 -0.203 -0.956
H 1.276 4.288 2.370 0.378 -1.264 -1.224 0.471
H 1.707 3.071 2.933 0.756 -2.404 2.813 0.502
O 1.538 3.359 2.082 -1.085 3.966 -1.116 -0.952
H 1.800 -1.930 -3.329 1.591 1.158 -0.472 0.490
H 3.182 -1.168 -3.392 3.286 0.134 2.561 0.493
O 2.394 -1.286 -3.809 -4.692 -1.601 -2.761 -0.959
H 1.403 0.002 -3.125 -0.556 -0.126 0.977 0.522
H 0.176 0.483 -2.198 0.007 0.102 -0.594 0.498
O 1.046 0.068 -2.198 -0.007 0.049 -0.411 -1.040
H -1.661 -0.255 -3.742 0.063 0.982 0.255 0.475
H -1.631 1.167 -2.976 0.240 -1.175 -0.960 0.501
O -1.307 0.657 -3.769 -0.489 0.126 0.478 -0.979
H -0.595 2.132 -0.843 -0.316 -0.972 0.125 0.511
H -0.939 0.607 -0.634 0.638 -1.171 1.024 0.475
O -1.213 1.381 -1.080 -0.551 1.596 -1.196 -1.009
H 3.752 -0.441 -0.850 0.630 -0.787 -0.151 0.507
H 4.568 -1.724 -1.484 1.031 -0.664 0.864 0.480
O 3.916 -1.064 -1.592 -0.938 0.943 -0.735 -1.012
H -1.361 2.973 0.962 -3.327 -1.269 0.515 0.478
H -2.569 3.439 0.211 -0.472 -1.989 1.684 0.490
O -2.409 2.743 0.953 3.713 3.615 -1.931 -0.963
H 0.318 0.927 3.961 2.062 0.259 -0.326 0.486
H 1.288 0.643 2.851 0.266 -0.685 -1.382 0.475
O 1.299 1.020 3.711 -2.392 0.401 1.741 -0.959
H 1.357 2.268 -0.650 2.893 -2.954 -1.064 0.487
H 1.055 3.202 0.479 1.191 0.536 2.616 0.500
O 0.781 2.878 -0.333 -4.296 2.540 -1.863 -0.970
H -3.228 1.373 3.353 0.909 -0.534 -0.700 0.476
H -2.345 1.234 2.082 -0.240 0.379 -0.272 0.492
O -2.530 0.822 2.926 -0.695 0.056 1.168 -0.972
```
Forces are in eV/Å.

net charge	0
LUMO level	0.0	eV
energy relative to the best compared isomer or geometry (same formula, charge and spin)	124.4	kcal per mole
frontier orbital gap	8.935	eV
HOMO	-8.96	eV
molecular weight	298.33	g mol⁻¹

Formula: C6H34O14
Source: OMol25
Level of theory: ωB97M-V/def2-TZVPD

The geometry in XYZ format:
```
54
Properties=species:S:1:pos:R:3:forces:R:3:nbo_charge:R:1
O 3.837 0.356 -3.257 -0.151 0.055 -0.100 -0.777
C 3.982 0.412 -1.800 0.135 -0.698 -2.050 -0.092
C 3.908 -1.022 -1.377 -0.747 -0.085 1.173 -0.079
O 4.986 -1.778 -1.837 0.395 -0.617 -0.551 -0.717
H 4.469 0.933 -3.704 -0.174 -0.091 0.377 0.476
H 4.994 0.752 -1.636 0.013 0.549 0.726 0.183
H 3.164 0.991 -1.398 0.215 0.352 0.334 0.202
H 2.944 -1.462 -1.669 0.149 0.083 -0.163 0.147
H 3.922 -1.079 -0.284 0.102 0.114 -0.011 0.181
H 4.813 -2.008 -2.760 0.163 0.220 0.193 0.472
O -1.934 0.632 -1.747 -0.861 0.872 0.015 -0.806
C -2.549 1.916 -2.169 1.999 -0.859 0.181 -0.085
C -3.725 2.177 -1.290 -1.096 -0.461 -0.729 -0.088
O -4.838 1.298 -1.568 0.189 0.777 0.245 -0.730
H -1.270 0.277 -2.350 0.206 0.507 -0.491 0.513
H -1.814 2.723 -2.037 0.032 -0.086 0.360 0.165
H -2.722 1.960 -3.246 -0.590 -0.515 0.100 0.194
H -4.082 3.185 -1.545 -0.048 -0.243 0.215 0.193
H -3.448 2.171 -0.228 0.027 -0.142 -0.199 0.171
H -4.594 0.370 -1.639 0.524 0.121 0.167 0.480
O -2.168 -1.123 2.053 0.813 0.027 0.244 -0.777
C -3.008 -0.019 2.161 -1.724 -0.125 -1.415 -0.090
C -2.639 0.931 3.199 1.905 0.327 1.343 -0.086
O -1.495 1.704 2.708 -0.540 -0.340 0.192 -0.771
H -2.254 -1.462 1.141 0.176 -0.337 -0.363 0.524
H -3.082 0.577 1.250 0.301 -0.216 -0.527 0.168
H -4.010 -0.415 2.290 -0.539 0.225 0.463 0.178
H -2.368 0.344 4.082 0.278 0.221 0.170 0.179
H -3.419 1.609 3.508 -0.419 0.204 -0.272 0.189
H -0.805 1.811 3.372 -0.218 -0.114 0.140 0.494
O -2.298 -2.000 -0.499 -0.480 0.640 -0.011 -0.985
H -2.102 -1.190 -1.008 -0.035 -0.370 0.231 0.501
H -1.624 -2.654 -0.706 0.325 -0.238 -0.199 0.505
O 0.677 -0.844 -0.241 0.078 0.226 0.129 -0.993
H 1.323 -0.998 0.464 -0.221 0.017 -0.082 0.494
H 0.441 0.102 -0.150 0.128 -0.273 0.228 0.504
O 2.456 0.195 3.484 -0.071 -0.296 -0.015 -0.979
H 1.802 -0.479 3.216 -0.080 0.083 0.030 0.503
H 3.074 -0.280 4.052 -0.016 0.132 -0.069 0.474
O 0.231 1.959 0.544 0.718 -0.087 -0.745 -0.985
H -0.139 2.258 -0.293 -0.139 0.028 0.073 0.483
H -0.498 1.734 1.123 -0.692 -0.002 0.532 0.510
O 0.371 -1.753 2.695 0.562 0.218 -0.084 -1.007
H 0.323 -2.463 3.333 -0.115 -0.194 0.194 0.473
H -0.546 -1.450 2.537 -0.171 0.038 -0.087 0.514
O 3.130 1.672 1.021 0.132 -0.547 0.572 -0.993
H 2.212 1.888 0.819 -0.159 0.077 0.078 0.485
H 3.072 1.156 1.857 -0.006 0.454 -0.527 0.492
O -0.303 -4.190 -0.897 0.060 0.258 0.204 -0.947
H -0.104 -4.176 0.052 0.064 0.017 -0.320 0.480
H 0.417 -3.697 -1.316 -0.126 -0.108 0.189 0.482
O 0.827 -0.266 -2.864 -0.719 0.173 -0.187 -1.000
H 1.501 -0.615 -3.445 0.323 0.108 -0.189 0.486
H 0.964 -0.669 -1.996 0.126 -0.081 0.286 0.493
```
Forces are in eV/Å.

net charge	0
LUMO level	0.2	eV
energy relative to the best compared isomer or geometry (same formula, charge and spin)	13.3	kcal per mole
frontier orbital gap	10.175	eV
HOMO	-9.99	eV
molecular weight	330.32	g mol⁻¹
SMILES	OCCO.OCCO.OCCO.O.O.O.O.O.O.O.O

Formula: C6H35NO12
Source: OMol25
Level of theory: ωB97M-V/def2-TZVPD

The geometry in XYZ format:
```
54
Properties=species:S:1:pos:R:3:forces:R:3:nbo_charge:R:1
C -2.191 2.060 1.458 -1.112 0.062 0.672 -0.454
C -1.971 1.017 0.660 -0.588 0.879 0.234 0.069
C -2.999 -0.035 0.429 -0.357 -0.574 0.372 -0.676
C -0.692 0.856 -0.072 1.098 0.396 2.019 -0.457
C 0.151 -0.270 0.592 0.951 0.340 -0.452 -0.086
N 0.037 -1.541 -0.163 -0.505 0.399 -0.860 -0.902
C 1.639 0.192 0.707 -0.387 0.220 -0.388 -0.084
O 2.315 -0.873 1.371 -0.070 -0.907 -0.246 -0.779
H -3.135 2.195 2.041 0.795 -0.350 -0.631 0.203
H -1.486 2.862 1.586 0.400 0.142 -0.092 0.190
H -3.657 0.184 -0.411 0.187 0.097 -0.255 0.224
H -3.637 -0.198 1.286 -0.213 0.298 0.333 0.242
H -2.537 -1.002 0.274 0.206 -0.198 -0.374 0.219
H -0.140 1.809 -0.128 -0.167 -0.423 0.379 0.218
H -0.883 0.604 -1.054 -0.448 -0.751 -2.349 0.212
H -0.200 -0.455 1.631 0.138 0.183 -0.748 0.224
H 0.701 -2.226 0.181 0.040 0.041 -0.084 0.364
H 0.206 -1.412 -1.202 0.096 -0.005 2.026 0.400
H 1.770 1.169 1.229 -0.294 -0.919 -0.169 0.199
H 2.144 0.275 -0.272 -0.692 0.149 0.276 0.181
H 2.994 -0.548 1.937 0.821 0.455 0.597 0.493
O -0.820 0.036 3.949 -1.526 -0.057 -0.215 -1.017
H -0.928 0.842 3.407 -0.005 -0.591 0.336 0.484
H -1.724 -0.460 3.853 1.353 0.900 0.012 0.512
O 3.368 -2.396 -0.983 -0.545 0.300 1.256 -0.974
H 4.302 -2.191 -0.907 0.150 -0.013 -0.031 0.480
H 2.960 -2.019 -0.152 0.623 -0.406 -0.935 0.501
O 0.757 -2.023 3.239 -0.913 -1.504 1.617 -1.011
H 1.319 -1.705 2.559 0.796 0.820 -0.889 0.483
H 0.271 -1.290 3.660 0.264 0.370 -0.315 0.509
O -1.432 -3.033 2.047 -1.906 -0.383 -1.282 -0.975
H -1.228 -2.676 1.166 -0.029 -0.026 -0.151 0.496
H -0.652 -2.841 2.536 1.832 0.371 1.143 0.503
O -1.228 1.504 -3.616 -0.067 -0.842 -0.869 -1.010
H -1.042 0.509 -3.646 -0.242 0.775 0.127 0.514
H -1.521 1.694 -4.528 0.200 0.017 0.687 0.481
O 2.770 1.299 -2.753 0.000 0.272 0.446 -0.979
H 2.185 1.822 -3.308 -0.029 0.118 -0.245 0.483
H 2.681 1.753 -1.872 0.267 -0.412 -0.560 0.499
O 2.166 2.613 -0.509 2.617 1.891 1.265 -0.976
H 2.735 3.443 -0.403 -1.160 -1.727 -0.192 0.486
H 1.472 2.886 -1.095 -1.391 0.641 -0.960 0.507
O -3.029 -1.396 3.404 1.726 0.918 -3.418 -0.993
H -2.509 -2.047 2.779 -0.768 0.780 1.090 0.513
H -3.309 -1.882 4.119 -1.056 -1.846 2.503 0.471
O 1.611 -1.104 -2.510 -1.758 1.770 -1.409 -1.026
H 2.251 -1.705 -2.213 1.750 -1.527 0.793 0.506
H 2.063 -0.239 -2.652 0.004 -0.168 0.067 0.511
O -0.792 -1.137 -3.695 -1.834 -0.932 1.603 -0.978
H 0.118 -1.214 -3.355 0.484 -0.189 0.097 0.513
H -1.368 -1.575 -2.975 1.332 0.992 -1.741 0.486
O 0.384 3.246 -2.410 1.808 -0.470 0.542 -1.000
H -0.091 4.047 -2.407 -0.946 1.373 -0.043 0.482
H -0.168 2.573 -2.808 -0.930 -0.752 -0.592 0.517
```
Forces are in eV/Å.

net charge	0
LUMO level	0.1	eV
energy relative to the best compared isomer or geometry (same formula, charge and spin)	56.1	kcal per mole
frontier orbital gap	9.201	eV
HOMO	-9.11	eV
molecular weight	313.34	g mol⁻¹
SMILES	C=C(C)C[C@@H](N)CO.O.O.O.O.O.O.O.O.O.O.O